{
  "formula": "C7H16Br2NaO5",
  "method": "ωB97M-V/def2-TZVPD",
  "charge": -1,
  "multiplicity": 1,
  "orbital_gap_ev": 5.22,
  "homo_ha": -0.1113,
  "elements": ["Na", "C", "O", "H", "H", "H", "C", "O", "H", "H", "H", "Br", "C", "C", "Br", "H", "H", "H", "H", "C", "O", "C", "O", "O", "C", "H", "H", "H", "H", "H", "H"],
  "positions_angstrom": [[0.167068, 0.109794, -0.005879], [-1.408089, 3.193671, 0.917343], [-0.234896, 2.357050, 1.010191], [-1.162641, 4.227715, 1.159431], [-1.870664, 3.356526, -0.056108], [-2.076966, 2.777756, 1.670809], [2.866941, -1.483847, 1.890254], [1.758927, -0.623875, 1.760041], [2.984423, -1.676317, 2.956661], [2.817886, -2.483207, 1.457837], [3.815346, -1.027783, 1.606274], [1.933510, 1.251844, -2.143910], [0.937063, 2.662780, -3.221995], [0.956743, 4.027185, -2.461316], [-0.273261, 5.349826, -3.259988], [-0.072554, 2.252238, -3.237153], [1.380048, 2.756786, -4.213479], [1.982844, 4.390014, -2.401409], [0.566096, 3.671891, -1.507776], [-2.020439, -2.043981, 2.667434], [-1.481118, -3.035196, 1.835946], [-1.319801, -2.761072, 0.659964], [-1.602701, -1.714744, 0.114992], [-0.812298, -3.907744, 0.107951], [-0.409485, -4.021256, -1.231622], [-1.583458, -2.096178, 3.664647], [-3.096028, -2.216554, 2.705161], [-1.971122, -1.006402, 2.337112], [-0.513432, -5.058546, -1.549937], [0.668384, -3.922886, -1.360595], [-0.926327, -3.305488, -1.870883]],
  "atomic_forces_ev_per_a": [[0.398, 0.650, 1.535], [2.611, -1.325, 0.874], [-1.396, 0.577, -1.623], [0.091, 0.545, 0.650], [-0.489, -0.717, -0.654], [-0.979, 0.423, -0.103], [-1.564, 1.497, 1.000], [0.319, -1.108, -1.327], [0.363, -0.364, 0.692], [-0.193, -0.454, -0.679], [0.495, 0.171, -0.510], [-0.305, 1.095, -0.857], [0.048, 0.546, 0.366], [-0.156, -2.276, -0.048], [0.661, -0.641, 0.233], [0.175, 0.187, -0.240], [-0.003, -0.453, 0.139], [-0.394, 0.361, 0.035], [-0.011, 1.072, 0.564], [-1.453, 1.217, 1.257], [-0.327, -1.056, 5.676], [1.215, 0.225, -5.526], [0.441, -0.232, -0.931], [-0.084, 0.201, 0.116], [0.528, 0.155, -0.617], [0.070, -0.325, -0.286], [-0.095, -0.286, 0.339], [0.805, -0.280, -0.484], [-0.887, 0.026, 0.081], [0.172, 0.753, 0.404], [-0.055, -0.186, -0.075]]
}

=====

{
  "formula": "C2H7S",
  "method": "ωB97M-V/def2-TZVPD",
  "charge": -1,
  "multiplicity": 1,
  "orbital_gap_ev": 6.25,
  "homo_ha": -0.0878,
  "elements": ["S", "H", "C", "C", "H", "H", "H", "H", "H", "H"],
  "positions_angstrom": [[-1.750297, 0.825762, -1.449560], [-0.609500, 0.948155, -0.757814], [2.296903, -0.554969, 1.320014], [0.839044, -0.971865, 1.301554], [2.464387, 0.041483, 2.224869], [2.588770, -0.004461, 0.441947], [2.950535, -1.419732, 1.463775], [0.670834, -1.873719, 0.694541], [0.256410, -1.169006, 2.201200], [0.203497, -0.284067, 0.733021]],
  "atomic_forces_ev_per_a": [[-0.064, -0.030, -0.025], [0.071, 0.070, -0.003], [-0.228, -0.445, 1.717], [-1.405, -0.545, -1.718], [0.174, 0.330, -0.328], [0.049, 0.152, -0.283], [0.055, -0.005, -0.278], [0.367, -0.039, 0.129], [0.743, 0.192, 0.556], [0.239, 0.320, 0.233]]
}

=====

{
  "formula": "C2H2FTl",
  "method": "ωB97M-V/def2-TZVPD",
  "charge": -1,
  "multiplicity": 2,
  "orbital_gap_ev": [4.67, 7.50],
  "homo_ha": [-0.0527, -0.1573],
  "elements": ["F", "C", "C", "H", "H", "Tl"],
  "positions_angstrom": [[2.219872, -0.166528, -0.421102], [0.174115, -0.348800, -0.108683], [-0.514710, 0.667053, 0.180590], [0.316449, -1.449461, 0.115784], [-0.456046, 1.719871, -0.093306], [-2.826502, -0.613873, -0.464844]],
  "atomic_forces_ev_per_a": [[-1.084, -0.181, -0.001], [0.629, -1.178, 1.662], [0.206, -0.273, -1.522], [0.041, 1.944, -0.756], [0.048, -0.425, 0.533], [0.160, 0.113, 0.084]]
}

=====

{
  "formula": "C4H8N2",
  "method": "ωB97M-V/def2-TZVPD",
  "multiplicity": 1,
  "orbital_gap_ev": 10.47,
  "homo_ha": -0.3409,
  "smiles": "[H]/N=N/[C@@H]1C[C@H]1C",
  "elements": ["C", "C", "C", "C", "N", "N", "H", "H", "H", "H", "H", "H", "H", "H"],
  "positions_angstrom": [[-0.752091, 0.036114, -1.102770], [-0.667232, -0.275895, 0.381895], [0.481723, 0.463468, -0.346387], [-0.316293, -1.768253, 0.651069], [1.763580, 2.121564, 0.329729], [0.614339, 1.872867, -0.037903], [-0.686031, -0.687942, -1.842336], [-1.387294, 0.819179, -1.338486], [-1.207364, 0.502638, 0.961522], [1.310408, -0.171633, -0.443322], [0.248020, -2.204123, -0.087104], [-1.270941, -2.208421, 0.673140], [0.102285, -1.664120, 1.694561], [1.766889, 3.164558, 0.506394]],
  "atomic_forces_ev_per_a": [[0.737, 0.849, 2.116], [1.198, 0.668, -2.544], [-2.200, 0.012, 0.306], [-1.664, 4.051, 4.010], [0.144, 1.771, 0.045], [0.204, -1.400, -0.248], [0.235, -1.468, -0.995], [-1.112, 1.450, -0.578], [0.026, -1.586, 0.273], [1.565, -0.102, -0.156], [1.699, -0.709, -1.490], [-1.064, -1.260, 0.349], [0.022, -1.276, -1.141], [0.209, -1.001, 0.053]]
}

=====

{
  "formula": "C3H9N3O",
  "method": "ωB97M-V/def2-TZVPD",
  "multiplicity": 1,
  "orbital_gap_ev": 8.89,
  "homo_ha": -0.2892,
  "smiles": "C=C(N)O.C=NN",
  "elements": ["C", "C", "C", "N", "N", "N", "O", "H", "H", "H", "H", "H", "H", "H", "H", "H"],
  "positions_angstrom": [[1.880557, -0.038590, -0.025403], [-2.777252, -0.845588, 0.087246], [1.460541, -1.278282, -0.182183], [3.109753, 0.493547, 0.120521], [-2.054619, 1.363237, -0.232614], [-1.862499, 0.004845, -0.201373], [1.022354, 1.084147, -0.042044], [-3.780743, -0.598182, 0.575868], [0.264815, 0.589197, -0.312544], [-2.683312, -1.910307, -0.317982], [2.009125, -2.134742, 0.082235], [0.411736, -1.417342, -0.611315], [3.866793, -0.232299, 0.291834], [3.093489, 1.426891, 0.299620], [-1.182892, 1.792106, 0.168167], [-2.777851, 1.701355, 0.299960]],
  "atomic_forces_ev_per_a": [[-0.149, 2.567, 0.158], [-0.795, -0.056, -0.481], [-2.720, -0.296, -0.988], [1.942, -5.441, -0.093], [3.441, -0.276, 0.219], [-0.519, -1.334, -0.762], [0.886, -1.554, -0.470], [1.204, 0.010, -0.819], [-2.009, 0.094, -0.383], [0.347, 1.510, 1.157], [0.844, -0.773, -0.090], [1.523, 0.101, 1.054], [-1.119, 2.301, -0.202], [0.853, 2.749, 0.956], [-1.079, -0.336, -0.881], [-2.652, 0.736, 1.626]]
}

=====

| no. | maximum force (eV/Å) |
| --- | --- |
| 1 | 5.8 |
| 2 | 2.3 |
| 3 | 2.1 |
| 4 | 5.9 |
| 5 | 5.8 |